1.
DFT (ωB97M-V with the def2-TZVPD basis set) results for C18H20BrN5O3S in the gas phase at a distorted geometry.

Calculated values
Lowest unoccupied orbital energy   0.1012 eV
Highest occupied orbital energy   -8.613 eV
Orbital gap   8.71 eV
Max |F|   1.176 eV/A
SMILES   O=C(CN1CCN(S(=O)(=O)c2ccc(Br)cc2)CC1)N/N=C/c1cccnc1

Geometry as XYZ:
```
48
Properties=species:S:1:pos:R:3:forces:R:3:mulliken_charge:R:1
O -1.7202 -0.2146 1.8134 0.023 -0.052 0.152 -0.603
C -0.5165 -0.3425 1.6934 0.169 -0.159 0.550 0.713
N 0.2615 0.7326 1.3672 -0.531 1.049 0.038 0.167
N 1.5878 0.6564 1.2157 0.732 -0.139 -0.065 -0.440
C 2.1982 1.6117 0.6333 -0.862 0.057 0.085 -0.626
C 3.6329 1.5861 0.4594 0.869 0.021 -0.136 0.986
C 4.2794 2.5858 -0.2711 -0.146 -0.287 0.196 -0.581
C 5.6524 2.5267 -0.4244 0.040 -0.084 0.045 -0.421
C 6.3363 1.4680 0.1568 0.076 0.311 -0.208 -0.318
N 5.7387 0.5149 0.8552 0.308 -0.369 0.180 -0.637
C 4.4324 0.5727 1.0037 -0.444 0.186 -0.055 -0.239
H 3.9808 -0.2168 1.5883 -0.110 -0.043 0.056 0.505
H 7.4101 1.3751 0.0639 0.086 0.078 -0.061 0.370
H 6.1819 3.2833 -0.9825 0.059 0.043 -0.040 0.390
H 3.7059 3.3894 -0.7117 -0.053 0.075 -0.035 0.373
H 1.6578 2.4716 0.2249 -0.048 -0.035 0.054 0.333
H -0.2213 1.5499 0.9817 0.108 -0.354 0.129 0.400
C 0.2290 -1.6476 1.9568 0.048 -0.161 0.111 -1.273
N 0.4163 -2.5171 0.8084 0.013 0.057 0.110 0.110
C 1.3111 -2.0300 -0.2213 0.113 -0.111 -0.089 -0.473
C 0.5909 -1.1515 -1.2740 0.434 0.074 -0.343 -0.894
N -0.7350 -0.8345 -0.7797 -0.598 0.732 -0.508 0.294
S -1.4070 0.4688 -1.6041 -0.100 -0.341 0.141 1.303
O -1.5075 0.1650 -3.0037 -0.220 -0.150 -0.029 -0.778
O -0.6278 1.6174 -1.2276 0.042 0.241 0.176 -0.665
C -3.0574 0.6402 -0.9353 0.574 -0.141 -0.236 -0.085
C -4.0893 -0.0587 -1.5354 -0.028 -0.037 -0.095 -0.289
C -5.3738 0.0549 -1.0347 -0.004 0.012 0.048 -0.533
C -5.5933 0.8763 0.0613 -0.061 0.019 0.013 0.045
C -4.5668 1.5983 0.6487 -0.038 -0.019 -0.064 -0.719
C -3.2861 1.4784 0.1383 0.042 0.086 0.014 -0.028
H -2.4693 2.0355 0.5630 0.016 0.055 0.103 0.340
H -4.7649 2.2402 1.4928 -0.007 0.037 0.039 0.439
Br -7.3478 1.0296 0.7582 0.082 -0.007 -0.027 -0.185
H -6.1929 -0.4841 -1.4852 -0.036 -0.018 -0.028 0.444
H -3.8765 -0.6727 -2.3960 -0.047 -0.103 -0.104 0.456
C -1.5667 -2.0068 -0.6326 -0.550 -0.319 -0.003 -0.523
C -0.7940 -3.0458 0.2246 -0.025 0.006 -0.073 -0.948
H -1.4350 -3.4164 1.0249 -0.023 -0.041 -0.069 0.363
H -0.4990 -3.8921 -0.4026 -0.091 -0.004 0.021 0.248
H -1.8308 -2.4290 -1.6138 -0.008 -0.042 0.069 0.501
H -2.4771 -1.6937 -0.1196 0.055 -0.178 -0.034 0.337
H 0.5179 -1.6668 -2.2424 0.060 0.033 0.067 0.455
H 1.1092 -0.2049 -1.4314 0.175 -0.124 -0.034 0.525
H 2.1150 -1.4709 0.2552 -0.016 -0.087 -0.076 -0.042
H 1.7425 -2.9053 -0.7179 0.038 0.108 -0.043 0.354
H 1.2157 -1.4166 2.3617 -0.120 -0.066 0.064 0.443
H -0.3476 -2.2104 2.6962 0.003 0.194 -0.011 0.403
```
Positions in Å, forces in eV/Å.

2.
DFT (ωB97M-V with the def2-TZVPD basis set) results for a gas-phase ion, C3H9N2 (charge +1) at a distorted geometry.

Calculated values
Lowest unoccupied orbital energy   -4.8822 eV
Total charge   +1
Relative energy (zero: lowest compared OMol25 entry of this formula, charge and spin)   1.386 eV
Highest occupied orbital energy   -14.548 eV
Orbital gap   9.67 eV
Max |F|   2.270 eV/A
SMILES   C=[N+](C)CN

Geometry as XYZ:
```
14
Properties=species:S:1:pos:R:3:forces:R:3:mulliken_charge:R:1
C -0.7975 0.3892 -0.5563 -0.480 -1.056 -1.263 -0.490
N -1.3174 -0.8919 -0.9876 1.304 1.211 0.847 -0.470
H -0.6668 1.0927 -1.3801 0.259 0.096 0.075 0.294
H -1.4803 0.8454 0.1589 0.191 -0.045 0.195 0.418
H -2.2800 -0.9275 -0.7521 -0.820 -0.604 -0.462 0.237
H -1.0300 -1.1357 -1.9239 -0.585 -0.101 -0.005 0.217
C 0.4593 -0.6246 1.3759 0.607 -0.186 -2.179 -0.828
C 1.4984 0.9519 -0.1776 -0.527 0.003 -0.114 0.000
N 0.5129 0.2027 0.1110 -0.133 0.919 1.670 0.114
H -0.3482 -0.2432 1.9873 0.263 0.108 0.366 0.307
H 0.2176 -1.6074 0.9901 -0.252 -0.298 0.335 0.401
H 1.4809 -0.6525 1.7393 -0.257 0.182 0.674 0.317
H 1.3862 1.5837 -1.0514 0.278 0.037 0.001 0.248
H 2.3650 1.0174 0.4665 0.151 -0.264 -0.138 0.235
```
Positions in Å, forces in eV/Å.

3.
DFT (ωB97M-V with the def2-TZVPD basis set) results for a molecular structure, C31H33F2N8O2PbSSe2Te2.

Calculated values
Lowest unoccupied orbital energy (spin up / spin down)   -5.3569 / -5.3529 eV
Total charge   +1
Relative energy (zero: lowest compared OMol25 entry of this formula, charge and spin)   2.804 eV
Highest occupied orbital energy (spin up / spin down)   -9.739 / -9.741 eV
Orbital gap (spin up / spin down)   4.38 / 4.39 eV
Max |F|   0.844 eV/A

Geometry as XYZ:
```
82
Properties=species:S:1:pos:R:3:forces:R:3:mulliken_charge:R:1
Pb 0.4286 -0.1579 0.3281 0.194 0.633 0.524 1.358
C 0.4118 -4.5535 2.0008 -0.111 -0.064 -0.019 -0.588
C 0.8670 -3.3579 1.4661 0.041 0.132 -0.038 -0.367
N 0.1605 -2.7084 0.5452 -0.090 -0.153 -0.187 -0.065
C -0.9962 -3.2390 0.1269 0.116 0.014 0.100 0.080
C -1.4858 -4.3761 0.7652 0.046 -0.075 0.117 -0.191
N -0.7859 -5.0317 1.6839 -0.046 0.011 -0.029 -0.592
C -1.6885 -2.6035 -1.0329 0.061 0.125 0.004 0.021
C -2.7497 -3.2296 -1.6667 -0.049 -0.100 0.073 -0.593
C -3.3479 -2.6227 -2.7666 -0.063 -0.053 -0.053 0.778
C -2.7867 -1.4349 -3.2138 -0.008 0.121 -0.043 -0.335
C -1.6831 -0.8907 -2.5659 -0.139 -0.170 0.178 -0.161
N -1.1761 -1.4516 -1.4639 -0.030 -0.157 -0.321 0.048
C -0.9877 0.2999 -3.1245 0.098 0.070 0.116 0.520
C -1.6037 1.1959 -3.9913 -0.038 0.159 -0.004 -0.498
N -0.9411 2.2033 -4.5488 0.026 -0.041 0.005 -0.558
C 0.3445 2.3262 -4.2359 -0.151 0.007 0.035 -0.545
C 0.9521 1.4679 -3.3270 0.004 -0.007 0.002 -0.098
N 0.2876 0.4607 -2.7825 0.117 -0.143 0.079 -0.190
C -4.5156 -3.2398 -3.4535 0.037 0.012 0.036 0.885
C -4.8538 -2.9038 -4.7603 0.051 0.002 -0.035 -0.493
C -5.9640 -3.4916 -5.3463 -0.085 -0.117 0.054 -0.408
N -6.7346 -4.3862 -4.7305 0.078 0.038 0.062 -0.595
C -6.4040 -4.7169 -3.4835 -0.037 0.025 -0.148 -0.388
C -5.3214 -4.1736 -2.8094 -0.013 0.025 0.057 -0.622
H 1.0045 -5.1224 2.7070 -0.011 0.068 0.003 0.437
H 1.7995 -2.9004 1.7814 -0.046 -0.078 -0.038 0.554
H -2.4753 -4.7619 0.5530 0.069 -0.032 -0.038 0.478
H -3.0851 -4.1999 -1.3318 -0.017 0.037 -0.036 0.505
H -3.1871 -0.9333 -4.0825 0.004 -0.051 0.002 0.209
H -2.6605 1.1303 -4.2272 0.048 -0.024 -0.006 0.415
H 0.8918 3.1309 -4.7136 0.019 -0.035 0.043 0.424
H 1.9926 1.5826 -3.0397 -0.057 0.010 -0.003 0.380
H -4.2574 -2.2135 -5.3410 -0.015 -0.003 0.000 0.386
H -6.2474 -3.2362 -6.3623 0.039 -0.012 0.049 0.375
H -7.0384 -5.4531 -2.9996 0.035 0.061 -0.009 0.372
H -5.1369 -4.4699 -1.7853 -0.018 0.007 -0.018 0.410
Se 1.1584 2.8977 0.4737 0.344 -0.085 0.121 -0.018
Te 3.2146 2.7725 1.6789 -0.075 -0.229 -0.322 0.104
Te 4.7418 0.9809 0.4184 -0.440 -0.069 0.071 0.196
Se 3.2721 -0.5451 -0.7619 0.225 0.277 0.178 -0.405
F 1.0427 0.6946 3.3568 0.065 0.004 -0.235 -0.247
C 1.3281 -0.4908 2.6778 0.173 -0.031 -0.016 -0.211
F 2.7040 -0.6743 2.8126 -0.052 0.116 -0.105 -0.298
H 0.8996 -1.2739 3.3193 -0.141 -0.034 -0.159 0.333
C -6.6711 1.6449 4.7945 0.010 -0.009 -0.019 -1.062
C -5.8775 2.0093 3.5468 0.044 0.076 0.165 -0.700
N -4.8031 2.9729 3.7910 0.008 -0.003 -0.003 0.365
C -5.2016 4.3407 4.1479 0.104 -0.076 0.078 -0.734
C -4.9253 4.6541 5.6134 0.006 -0.030 -0.057 -1.123
C -3.4963 2.7760 3.4680 -0.005 0.237 -0.075 0.240
O -2.6970 3.6960 3.3416 -0.156 -0.177 0.043 -0.639
C -3.0002 1.3651 3.3047 -0.028 0.095 0.080 0.062
C -3.2269 0.3750 4.2478 -0.020 -0.045 -0.042 -0.022
C -2.6542 -0.8743 4.0646 -0.003 -0.018 0.047 -1.324
C -1.8583 -1.0780 2.9539 0.005 0.057 -0.074 -0.225
N -1.6046 -0.1184 2.0569 -0.237 -0.135 0.100 0.529
C -2.1610 1.0808 2.2374 0.159 -0.121 -0.178 -0.529
H -7.4377 0.9112 4.5374 0.015 0.047 0.031 0.408
H -7.1723 2.5189 5.2148 0.036 -0.050 0.000 0.321
H -6.0305 1.2135 5.5663 -0.024 0.036 -0.025 0.220
H -6.5582 2.4471 2.8109 0.023 -0.007 -0.059 0.405
H -5.4543 1.1166 3.0963 0.042 -0.039 -0.048 0.441
H -6.2619 4.4490 3.9188 -0.011 -0.032 -0.016 0.441
H -4.6398 5.0300 3.5217 -0.032 0.044 -0.089 0.344
H -5.4424 3.9525 6.2698 0.009 0.039 -0.002 0.267
H -5.2606 5.6646 5.8532 0.021 -0.038 -0.001 0.409
H -3.8543 4.5926 5.8106 -0.037 0.006 0.011 0.294
H -3.8293 0.5803 5.1238 -0.033 0.003 -0.032 0.571
H -2.8129 -1.6735 4.7762 0.028 0.024 -0.017 0.477
H -1.3878 -2.0430 2.7853 -0.027 0.071 -0.011 0.240
H -1.9145 1.8450 1.5036 -0.054 0.001 0.036 0.467
C -1.2154 5.3504 -1.1491 0.052 -0.080 -0.023 -1.056
S -2.1396 3.8666 -1.5566 0.114 -0.148 0.106 0.444
C -3.5788 4.2557 -0.5563 -0.024 -0.046 -0.014 -1.002
O -1.4293 2.7249 -0.8750 -0.182 0.157 -0.055 -0.427
H -1.7350 6.2154 -1.5649 0.053 -0.035 0.037 0.455
H -0.2317 5.2472 -1.6074 -0.049 0.052 0.001 0.308
H -1.1209 5.4223 -0.0641 -0.001 0.011 -0.056 0.305
H -4.1166 5.0836 -1.0255 0.051 -0.078 0.056 0.489
H -3.2577 4.5170 0.4527 -0.044 -0.067 0.036 0.192
H -4.2083 3.3644 -0.5485 0.030 0.090 0.017 0.350
```
Positions in Å, forces in eV/Å.

4.
DFT (ωB97M-V with the def2-TZVPD basis set) results for a molecular structure, C19H27N2OOsPS2 at a distorted geometry.

Calculated values
Lowest unoccupied orbital energy (spin up / spin down)   -8.5085 / -7.8860 eV
Total charge   +2
Highest occupied orbital energy (spin up / spin down)   -14.085 / -14.035 eV
Orbital gap (spin up / spin down)   5.58 / 6.15 eV
Max |F|   1.442 eV/A

Geometry as XYZ:
```
53
Properties=species:S:1:pos:R:3:forces:R:3:mulliken_charge:R:1
Os -0.1098 0.4947 0.1951 -0.830 -1.151 0.254 2.029
C 2.1954 2.2684 0.8778 0.014 -0.005 -0.009 -0.919
N 1.6573 1.4562 -0.2690 -0.028 0.149 -0.094 0.093
C 2.6269 0.3869 -0.6537 -0.028 -0.072 0.070 -1.095
C 2.6262 -0.6867 0.4244 0.001 0.009 -0.010 -0.978
N 1.2330 -1.1938 0.7330 0.261 0.207 -0.143 0.415
C 1.1321 -1.4710 2.1922 -0.026 -0.060 -0.021 -1.283
C 0.9687 -2.4002 -0.0565 -0.047 -0.031 -0.133 -0.217
C 1.4908 -3.6375 0.2711 0.016 0.001 -0.010 -0.403
C 1.2485 -4.7244 -0.5636 -0.008 -0.015 -0.023 -0.790
C 0.5004 -4.5861 -1.7282 0.040 -0.028 0.056 -0.670
C -0.0246 -3.3531 -2.0623 -0.014 0.138 0.055 -0.677
C 0.2044 -2.2646 -1.2143 0.162 -0.257 0.036 0.712
S -0.4915 -0.7146 -1.5530 -0.093 0.375 0.054 -0.372
C 1.2525 2.3746 -1.3583 -0.013 0.194 -0.108 0.312
C 2.0485 2.6064 -2.4677 0.159 -0.037 0.243 -0.527
C 1.6425 3.5318 -3.4174 -0.107 0.113 -0.028 -0.841
C 0.4502 4.2252 -3.2536 0.141 -0.048 -0.070 -0.660
C -0.3585 3.9718 -2.1578 -0.023 -0.038 0.169 -0.746
C 0.0262 3.0354 -1.2062 0.027 0.111 -0.159 0.774
S -1.1014 2.5265 0.0824 0.227 0.152 -0.307 -0.446
H 3.2166 2.5673 0.6398 -0.013 0.026 -0.015 0.326
H 2.1852 1.6866 1.7972 0.029 -0.007 -0.007 0.313
H 1.5717 3.1465 1.0071 -0.010 -0.008 0.014 0.419
H 3.6326 0.7994 -0.7554 -0.004 0.006 0.008 0.632
H 2.3176 -0.0130 -1.6189 -0.004 0.001 0.009 0.503
H 3.0415 -0.2936 1.3511 -0.014 0.028 -0.002 0.615
H 3.2602 -1.5170 0.1132 0.007 0.001 0.022 0.391
H 1.9444 -2.1150 2.5278 -0.006 -0.001 0.008 0.493
H 0.1751 -1.9408 2.3979 0.001 -0.001 -0.008 0.367
H 1.1906 -0.5263 2.7308 0.008 -0.001 0.005 0.375
H 2.0932 -3.7782 1.1581 -0.001 0.002 0.002 0.409
H 1.6590 -5.6899 -0.3004 -0.004 -0.002 -0.006 0.442
H 0.3277 -5.4402 -2.3677 0.000 -0.003 0.000 0.445
H -0.6166 -3.2223 -2.9591 -0.001 -0.007 -0.005 0.497
H 2.9981 2.1024 -2.5899 -0.010 -0.022 -0.005 0.427
H 2.2686 3.7191 -4.2784 -0.004 0.002 -0.003 0.437
H 0.1427 4.9536 -3.9910 -0.007 -0.003 -0.003 0.429
H -1.3079 4.4783 -2.0437 0.002 0.009 -0.017 0.460
C -3.2110 1.2949 2.6979 0.031 0.048 -0.001 -1.070
P -3.0452 -0.1208 1.6253 -0.044 0.003 0.070 0.865
C -3.7018 -1.5530 2.4558 0.009 -0.011 0.022 -1.190
C -3.9863 0.1629 0.1372 0.005 -0.015 -0.039 -1.023
O -1.5561 -0.4263 1.3019 0.217 0.271 0.114 -0.548
H -4.2309 1.3541 3.0807 -0.009 -0.018 -0.017 0.433
H -2.9894 2.2135 2.1549 0.010 0.005 0.012 0.321
H -2.5227 1.1966 3.5379 -0.017 -0.007 0.013 0.327
H -4.7688 -1.4171 2.6368 0.000 0.000 0.004 0.425
H -3.1960 -1.6947 3.4108 0.009 -0.001 -0.002 0.360
H -3.5541 -2.4354 1.8335 -0.007 -0.001 -0.003 0.349
H -5.0262 0.3690 0.3951 -0.002 -0.006 0.011 0.437
H -3.9497 -0.7239 -0.4965 0.001 0.004 -0.002 0.348
H -3.5797 1.0175 -0.4041 -0.006 -0.001 0.001 0.275
```
Positions in Å, forces in eV/Å.